This record from OMol25 describes an isolated ion of composition CH2NO3S and charge -1 in a non-equilibrium geometry. The level of theory is ωB97M-V with the def2-TZVPD basis set.

E_HOMO: -0.147 hartree
SMILES string: NC([O-])=S(=O)=O
HOMO-LUMO gap: 8.048 eV
net charge: -1

Cartesian coordinates (Å):
N1 -0.188 -0.036 0.272
S1 2.547 0.850 0.474
O1 2.117 2.041 -0.440
O2 0.585 1.496 2.159
C1 0.901 0.822 1.200
H1 0.542 -0.319 -0.405
H2 -1.084 0.307 -0.034
O3 2.628 -0.425 -0.328